Formula: C44H51F6I2N5O4S4SeTeTl
Source: the Open Molecules 2025 dataset
Level of theory: ωB97M-V/def2-TZVPD

The spin multiplicity is 1. Its largest force on an atom is 0.7 eV/Å. The calculation puts the orbital gap at 0.1925 Eh. Its lowest unoccupied orbital energy is 1.16 eV. As for the charge: -1. For the relative energy (zero: lowest compared OMol25 entry of this formula, charge and spin), the calculation gives 1.3687 eV.

Positions of all 119 atoms, in Å:
F -0.3279 5.9347 4.2514
H -0.0273 -4.7879 -1.5421
C 2.3280 -2.1556 3.6237
H -1.4495 3.9766 -6.0278
H -1.7461 -4.0927 -2.7328
C -1.4367 -2.2819 0.0047
H 3.3187 3.0207 5.2022
C -5.1603 -1.8392 -0.7356
O -4.6613 4.4416 2.5323
C -5.2219 0.4645 -3.7550
O -2.8664 3.0243 1.6239
F -3.9223 6.1813 -0.0470
I -1.4137 1.6451 6.5642
C -6.1541 1.6448 -1.8831
H -0.0302 3.3559 -8.2972
C -2.8276 -1.6461 -0.0381
C -5.0356 -0.6484 -2.9515
C -5.9599 0.5288 -1.0821
C 2.9227 -3.1147 -3.5639
H 3.4953 -3.6653 -4.2999
H 5.5236 1.8665 5.3195
H -0.0573 0.0825 -7.0625
H 3.9632 -1.2667 -3.8947
C 1.1778 -3.0652 -1.8942
H 4.7963 0.3827 4.7442
H 0.8512 -1.1526 -0.9707
C -1.3369 2.5794 -4.4182
C 4.6043 -2.2672 0.9593
C 5.3721 -3.1542 1.9376
C 0.1476 -3.8148 -1.0795
H 3.3922 0.2439 6.8147
C -0.4238 0.7921 -6.3247
F 0.9978 6.8699 2.8165
I -1.9425 2.5058 4.0594
C -5.3977 -0.6250 -1.6092
H 1.6951 1.2652 5.4187
Te -1.6040 0.6113 -2.0717
H 5.8037 -5.2516 2.3282
H 4.9759 -1.2419 0.9995
H -0.1292 -1.2233 -3.6131
N -1.1422 -3.1427 -0.9745
C -5.7806 1.6153 -3.2188
H 2.4242 -4.2842 3.2760
C -0.7676 2.0696 -6.7273
F -0.9597 7.7129 3.1939
F -5.0660 4.3638 -0.2897
H -2.0345 -2.3323 -2.6767
S -0.4572 -2.0561 1.3399
C -1.2009 2.9567 -5.7476
H -4.1608 -3.5730 -2.3474
C 1.4340 -1.7134 -1.6879
C 1.3439 -2.7433 6.1170
H -5.7663 -2.6751 -1.0914
H 4.0135 1.8046 7.3506
H -5.9083 2.4947 -3.8377
C 2.7182 -0.1972 2.6023
H 1.7183 -4.8058 -3.0268
H 2.6783 -3.2309 1.2776
C 2.1821 1.3995 4.4554
C 1.5063 -1.4099 5.7766
H 2.6117 -0.0181 -2.2264
S -3.4497 4.3437 1.7830
C 3.1035 -2.2285 1.2164
H -1.6696 2.7739 -8.5536
H 5.0848 0.4054 7.2515
H -3.4848 -4.3792 -0.9217
C 1.6814 -3.7676 5.2305
C 4.2512 0.9137 6.7639
H 0.8916 -1.2298 -5.0525
H 4.7555 -2.6216 -0.0654
C -0.2799 6.5735 3.0820
H 5.3745 -4.8993 0.6523
H 3.8788 2.4227 3.6449
H -0.3026 1.6840 -8.7944
F -2.9607 4.3948 -0.7981
H -5.4449 -1.6223 0.2946
C 2.0186 -1.1316 4.5182
H 5.0813 -2.9008 2.9623
C -0.6863 2.4918 -8.1701
H 6.4385 -2.9316 1.8542
C -3.8683 4.8551 0.0501
O -0.1736 4.2982 1.8020
H 0.9354 -2.9933 7.0872
H -1.8759 4.5867 -3.8820
C 4.5963 1.2884 5.3264
N 2.2941 0.0649 3.8660
S -3.1834 -0.3144 0.8718
N -2.4158 5.4111 2.2434
C 2.1762 -3.4903 3.9666
C 5.1572 -4.6449 1.6923
C -2.0584 -3.2650 -2.0990
H 1.5448 -4.7979 5.5316
H -4.9065 0.4420 -4.7904
H -6.2154 0.5654 -0.0298
Tl -0.4123 1.0990 1.0532
H 1.2002 -0.6221 6.4484
N 2.7686 -1.5478 2.4605
C -1.0364 1.2579 -4.0289
C 2.4299 -1.0699 -2.4063
Se 3.0835 1.0424 1.3054
H 0.5027 -3.9776 -0.0613
C -0.5420 0.3744 -4.9972
H -4.5817 -1.5367 -3.3768
H -0.7852 -1.7636 -5.1657
C 1.9209 -3.7550 -2.8469
O -0.8038 6.3243 0.5378
C -3.4393 -3.4728 -1.5381
H 4.1283 -4.9490 1.8941
H -6.5776 2.5441 -1.4561
H -2.7951 3.3296 -3.0291
C -0.1196 -1.0389 -4.6844
S -0.9282 5.5199 1.7162
C -1.8135 3.5985 -3.4237
H -1.1438 3.6540 -2.5638
C 3.5205 2.1128 4.6253
H 2.5924 -1.7044 0.4137
C 3.1821 -1.7701 -3.3389
N -3.7712 -2.2994 -0.7443
H 1.5132 1.9948 3.8306